Entry 1:
Density functional theory data (ωB97M-V with the def2-TZVPD basis set) for a structure of composition C55H48IN7OPTl.

Structure (XYZ):
```
114
Properties=species:S:1:pos:R:3:forces:R:3
Tl -1.5623 -0.0116 -0.7828 0.101 -0.088 0.124
C 2.7868 -2.6396 -1.4433 -0.009 0.005 -0.006
N 1.5693 -2.8272 -0.6821 -0.076 -0.003 0.037
C 1.2104 -2.1282 0.4340 0.124 0.004 -0.081
N 0.0781 -2.5585 0.9239 -0.188 0.037 0.112
C -0.3526 -3.5569 0.0878 0.090 0.000 -0.042
C 0.5691 -3.7528 -0.9149 0.062 0.027 -0.065
C 0.6304 -4.7296 -2.0140 -0.018 -0.025 0.010
C 0.8640 -4.3360 -3.3312 -0.008 -0.002 -0.019
C 0.9021 -5.2763 -4.3509 0.003 0.027 0.006
C 0.7016 -6.6188 -4.0682 0.000 -0.012 0.012
C 0.4657 -7.0197 -2.7594 -0.005 -0.011 -0.017
C 0.4356 -6.0838 -1.7393 -0.002 0.028 0.017
C -1.6656 -4.1848 0.3044 -0.003 0.005 -0.012
C -2.1684 -4.2826 1.6007 -0.001 -0.011 0.012
C -3.4181 -4.8356 1.8313 0.003 0.008 0.008
C -4.1851 -5.2947 0.7694 -0.005 -0.007 -0.015
C -3.6965 -5.1889 -0.5255 -0.009 -0.001 0.001
C -2.4481 -4.6329 -0.7586 0.015 -0.008 0.013
P 2.2992 -0.8707 1.1833 -0.003 -0.063 0.042
C 2.3794 0.3481 -0.1695 -0.155 0.092 0.068
N 1.3596 1.0054 -0.6805 0.125 -0.041 -0.094
C 1.8700 1.8131 -1.6586 -0.044 -0.017 -0.008
C 3.2333 1.6384 -1.7438 0.019 -0.009 0.048
N 3.5484 0.7049 -0.7823 0.030 0.011 -0.029
C 4.8881 0.2541 -0.4511 -0.013 -0.020 -0.011
C 4.2453 2.3043 -2.5806 -0.011 0.019 0.013
C 5.1080 1.5756 -3.3969 -0.002 -0.007 -0.009
C 6.0456 2.2236 -4.1872 0.002 -0.001 0.003
C 6.1252 3.6087 -4.1766 0.001 0.001 -0.003
C 5.2639 4.3429 -3.3728 -0.005 0.002 0.001
C 4.3321 3.6955 -2.5770 0.010 -0.002 -0.004
C 0.9982 2.7104 -2.4341 0.007 -0.014 -0.009
C 1.2341 2.9766 -3.7811 -0.017 -0.004 -0.005
C 0.3804 3.8095 -4.4886 0.021 -0.022 -0.002
C -0.7186 4.3784 -3.8598 -0.022 0.012 0.008
C -0.9599 4.1098 -2.5193 -0.003 0.009 0.001
C -0.1063 3.2821 -1.8076 0.039 0.021 0.009
C 1.1104 -0.0850 2.3034 -0.022 -0.027 -0.014
N -0.1391 0.2125 2.0371 0.007 0.036 0.006
C -0.6652 0.7371 3.1785 -0.015 -0.011 -0.004
C 0.2945 0.7627 4.1670 0.025 0.027 0.021
N 1.4269 0.2329 3.5986 0.003 0.013 -0.004
C 2.6905 0.0068 4.2768 0.001 0.000 0.000
C 0.2125 1.1843 5.5745 -0.010 -0.016 0.016
C -0.7719 0.6416 6.3993 0.000 0.005 -0.001
C -0.8820 1.0455 7.7204 -0.002 -0.001 0.005
C -0.0056 1.9897 8.2375 -0.001 -0.002 -0.003
C 0.9784 2.5339 7.4246 0.003 0.004 -0.001
C 1.0832 2.1371 6.0997 0.014 0.006 -0.003
C -2.0831 1.1267 3.2498 0.004 -0.051 -0.010
C -2.5100 2.2472 3.9575 0.019 0.009 0.005
C -3.8564 2.5793 3.9950 -0.023 -0.016 -0.002
C -4.7883 1.8044 3.3150 0.010 0.007 0.032
C -4.3668 0.6866 2.6073 0.020 -0.024 -0.005
C -3.0233 0.3447 2.5829 -0.019 0.050 0.001
H 3.6157 -2.4528 -0.7590 -0.003 0.012 0.005
H 2.6914 -1.8001 -2.1354 0.004 0.001 -0.007
H 3.0015 -3.5439 -2.0064 0.007 -0.001 0.006
H 0.9796 -3.2848 -3.5668 0.001 -0.002 0.003
H 1.0718 -4.9527 -5.3696 -0.001 -0.003 -0.001
H 0.7235 -7.3508 -4.8651 0.001 0.000 0.001
H 0.3061 -8.0659 -2.5321 0.002 0.000 -0.002
H 0.2509 -6.3923 -0.7178 0.000 0.001 -0.003
H -1.5687 -3.9100 2.4210 -0.001 0.003 0.002
H -3.7962 -4.9061 2.8436 0.002 0.001 -0.001
H -5.1626 -5.7240 0.9487 0.002 -0.001 0.000
H -4.2957 -5.5266 -1.3615 0.002 0.001 0.001
H -2.0892 -4.5281 -1.7740 0.009 0.004 -0.012
H 5.5750 1.0968 -0.4892 0.001 0.005 0.002
H 5.2319 -0.5087 -1.1504 0.013 -0.003 -0.005
H 4.8816 -0.1654 0.5514 0.010 0.008 -0.007
H 5.0296 0.4956 -3.4317 -0.006 -0.008 0.008
H 6.7064 1.6459 -4.8204 0.000 0.003 0.000
H 6.8531 4.1149 -4.7971 -0.001 0.000 0.000
H 5.3180 5.4237 -3.3642 0.002 -0.001 -0.001
H 3.6552 4.2644 -1.9521 -0.002 -0.001 0.001
H 2.0746 2.5139 -4.2830 0.001 -0.002 -0.009
H 0.5639 4.0005 -5.5382 0.002 -0.003 0.002
H -1.3904 5.0192 -4.4168 0.002 0.001 0.001
H -1.8237 4.5375 -2.0251 0.003 0.001 -0.001
H -0.3032 3.0643 -0.7666 0.000 -0.007 0.007
H 3.3351 0.8844 4.2165 0.001 0.000 0.003
H 3.1979 -0.8364 3.8162 0.005 -0.003 -0.002
H 2.4994 -0.2193 5.3234 0.000 0.002 -0.004
H -1.4545 -0.0939 5.9926 0.002 0.001 -0.005
H -1.6529 0.6187 8.3489 0.001 0.002 0.001
H -0.0911 2.3027 9.2699 0.000 0.000 0.000
H 1.6596 3.2769 7.8189 -0.001 0.000 0.000
H 1.8355 2.5843 5.4606 -0.006 -0.004 0.000
H -1.7838 2.8658 4.4714 -0.009 -0.003 -0.007
H -4.1815 3.4524 4.5484 0.005 0.000 0.005
H -5.8368 2.0716 3.3402 -0.003 -0.005 -0.004
H -5.0862 0.0733 2.0788 -0.002 0.004 0.000
H -2.6842 -0.5313 2.0444 -0.005 -0.023 -0.004
C -1.5787 0.5459 -3.5449 0.023 0.032 -0.032
C -0.7080 -0.5495 -3.3540 -0.019 0.006 -0.026
C -1.4999 -1.6891 -3.0714 -0.054 0.024 -0.033
C -2.8508 -1.2964 -3.0847 -0.003 -0.004 -0.022
C -2.9013 0.0819 -3.3788 -0.003 0.020 0.062
H -1.2860 1.5527 -3.8061 0.000 -0.024 -0.002
H 0.3711 -0.5154 -3.4375 0.003 -0.017 -0.006
H -1.1398 -2.6913 -2.9000 -0.011 0.008 0.020
H -3.6980 -1.9439 -2.9089 -0.005 0.001 -0.001
H -3.7982 0.6744 -3.5078 -0.005 -0.025 -0.024
N -4.1419 2.6920 -0.8470 0.054 0.021 0.056
C -3.3958 3.1956 0.1559 -0.109 -0.138 -0.164
O -2.2758 2.7916 0.4127 0.066 0.138 0.104
C -3.9210 4.3789 0.9467 0.007 0.024 -0.016
I -6.0317 4.6790 1.0010 -0.005 -0.003 -0.008
H -3.7586 1.9239 -1.3815 -0.042 0.007 -0.049
H -5.0991 2.9627 -0.9836 -0.015 0.012 -0.001
H -3.4999 5.2883 0.5236 0.003 -0.011 0.009
H -3.5899 4.2649 1.9720 0.007 -0.002 0.008
```
Positions in Å, forces in eV/Å.

Computed properties:
* net charge: 0
* relative energy (zero: lowest compared OMol25 entry of this formula, charge and spin): 0.0 kJ/mol
* 2S+1: 1
* molar mass: 1185.3 g mol⁻¹

Entry 2:
Density functional theory data (ωB97M-V with the def2-TZVPD basis set) for a cluster of 7 separate species, C7H28O7 in total.

Structure (XYZ):
```
42
Properties=species:S:1:pos:R:3:forces:R:3
C 12.2663 -9.4013 4.3752 -0.236 -0.060 -0.550
O 12.5670 -10.3128 3.3221 0.837 -0.239 0.141
H 11.9240 -8.4887 3.8873 -0.589 0.174 0.501
H 11.5636 -9.8813 5.0564 -0.277 0.500 0.079
H 13.1353 -9.1029 4.9617 0.339 -0.503 -0.293
H 11.7617 -10.7510 3.0372 -0.074 0.111 0.089
C 17.5363 -10.1590 0.2388 0.141 -1.247 -0.548
O 17.2077 -9.9676 1.5988 0.292 0.404 -0.136
H 18.5935 -10.3499 0.0542 0.272 0.552 0.677
H 17.1282 -11.1226 -0.0662 -0.464 0.029 -0.427
H 17.2207 -9.3758 -0.4505 -0.211 0.185 0.202
H 16.2707 -10.1663 1.6624 -0.055 0.077 0.250
C 15.2407 -4.3896 8.0875 -0.365 -0.332 1.060
O 13.9199 -4.3121 8.5850 -0.775 -0.276 0.368
H 15.8620 -3.7699 8.7340 0.386 0.788 -0.853
H 15.6289 -5.3684 8.3692 -0.306 -0.345 -0.633
H 15.1730 -4.2270 7.0118 0.990 0.153 0.063
H 13.5886 -3.4192 8.4646 0.067 0.010 -0.010
C 13.8797 -16.1341 -0.4206 -0.371 -0.505 1.820
O 14.8479 -16.0886 -1.3882 0.829 0.663 -1.609
H 13.5830 -15.1706 -0.0060 -0.039 0.328 -0.227
H 12.9863 -16.6761 -0.7308 -0.117 -0.142 0.043
H 14.3866 -16.6437 0.3988 -0.532 -0.297 0.253
H 14.5632 -15.4486 -2.0446 0.227 -0.042 -0.278
C 8.7867 -14.1788 2.0463 -0.032 -0.536 0.595
O 8.8817 -12.8783 1.5547 0.088 0.859 -0.351
H 7.9865 -14.2939 2.7775 -0.240 0.050 0.074
H 8.6271 -14.9187 1.2620 0.204 -0.115 -0.082
H 9.7123 -14.3673 2.5901 0.044 -0.212 -0.232
H 8.0932 -12.6554 1.0544 -0.037 -0.031 0.011
C 8.8833 -4.1626 5.2138 0.764 0.339 0.123
O 8.6117 -3.4306 4.0463 -0.670 -0.006 -0.955
H 8.1557 -4.9560 5.3848 -0.206 0.333 -0.166
H 9.8576 -4.6384 5.1024 0.138 -0.163 0.374
H 8.9017 -3.4342 6.0244 0.007 -0.476 0.576
H 9.3882 -2.9150 3.8163 -0.030 -0.032 0.050
C 14.5271 -13.1749 9.2624 -0.125 0.205 0.227
O 15.9045 -12.9428 9.6635 -1.414 -0.302 -0.417
H 14.3309 -14.1707 8.8650 0.376 -0.154 0.050
H 13.8357 -13.0442 10.0949 0.467 -0.071 0.440
H 14.1370 -12.4702 8.5280 0.565 0.247 -0.306
H 16.4388 -13.5149 9.1077 0.132 0.077 0.005
```
Positions in Å, forces in eV/Å.

Computed properties:
* net charge: 0
* relative energy (zero: lowest compared OMol25 entry of this formula, charge and spin): 463.6 kJ/mol
* 2S+1: 1
* SMILES: CO.CO.CO.CO.CO.CO.CO
* molar mass: 224.3 g mol⁻¹

Entry 3:
Density functional theory data (ωB97M-V with the def2-TZVPD basis set) for a cluster of 2 separate species, C6H7FN2 in total.

Structure (XYZ):
```
16
Properties=species:S:1:pos:R:3:forces:R:3
C -0.5328 -1.1326 -2.5293 3.011 -2.263 -2.130
C -1.0610 -0.3990 -1.4309 1.714 1.082 2.822
C -0.5221 0.1374 -0.3574 0.577 0.018 -1.954
C 0.1897 0.7428 0.5788 -1.058 -0.479 1.039
C 0.6736 2.1009 0.7713 1.411 0.468 0.252
N 1.3931 2.1511 1.8698 -1.053 0.143 -1.262
C 1.2307 0.8812 2.4371 0.005 1.204 0.577
N 0.4998 0.0487 1.8012 0.107 -0.063 -0.697
H -0.5668 -2.2216 -2.4467 -0.852 -0.212 0.826
H -1.0792 -1.0101 -3.4753 0.491 0.664 0.230
H 0.5880 -1.1316 -2.6071 -0.915 0.994 -0.422
H -2.0687 -0.3950 -1.4515 -3.584 0.332 0.273
H 0.5936 2.9886 0.1287 -0.115 -0.706 0.139
H 1.6458 0.8276 3.4263 0.043 -0.900 0.236
F -0.6404 -2.2496 1.4926 0.163 1.393 0.572
H -0.3433 -1.3387 1.7925 0.055 -1.676 -0.500
```
Positions in Å, forces in eV/Å.

Computed properties:
* net charge: 0
* relative energy (zero: lowest compared OMol25 entry of this formula, charge and spin): 209.5 kJ/mol
* 2S+1: 1
* SMILES: CC=C=C1C=NC=N1.F
* molar mass: 126.1 g mol⁻¹

Entry 4:
Density functional theory data (ωB97M-V with the def2-TZVPD basis set) for a structure of composition C13H18IrNO6S.

Structure (XYZ):
```
40
Properties=species:S:1:pos:R:3:forces:R:3
Ir -0.5526 0.7005 0.0759 0.177 2.209 0.666
C 2.0620 -1.1199 0.0871 -0.041 0.025 -0.055
O 1.4988 0.2132 -0.1114 -0.158 -0.768 0.244
C 2.4704 1.2771 0.0660 -0.031 -0.091 0.106
C 1.7598 2.5686 -0.2426 0.000 -0.033 -0.027
O 0.4613 2.5365 0.3988 0.039 -0.198 -0.575
C 0.2944 2.9652 1.7666 -0.142 0.022 -0.062
C 0.4396 1.7592 2.6418 0.146 0.098 0.178
O -0.4430 0.7175 2.1227 0.062 -0.069 -0.211
C -0.2327 -0.5267 2.8711 -0.065 -0.220 -0.046
H 2.7088 -1.3415 -0.7590 0.022 -0.010 0.026
H 1.2259 -1.8116 0.1201 0.022 -0.021 -0.028
H 2.6234 -1.1389 1.0207 0.002 -0.021 0.002
H 3.2982 1.0944 -0.6196 -0.005 0.044 -0.025
H 2.8398 1.2371 1.0922 0.079 -0.003 -0.032
H 1.5360 2.6558 -1.3049 0.043 0.041 0.001
H 2.3204 3.4443 0.0811 0.005 -0.021 0.037
H -0.7127 3.3780 1.8090 0.018 0.031 0.057
H 1.0149 3.7447 2.0111 0.034 -0.040 0.005
H 0.1439 1.9685 3.6702 -0.092 -0.054 -0.029
H 1.4584 1.3701 2.6392 -0.019 -0.021 0.054
H -0.5073 -0.3203 3.9035 -0.013 0.017 -0.014
H 0.8151 -0.8159 2.7996 0.005 0.023 -0.003
H -0.8845 -1.2794 2.4383 0.021 0.024 0.027
O -2.3645 -2.1519 1.3280 -0.070 -0.033 0.025
C -2.8220 -1.3920 0.5232 0.042 -0.039 0.074
N -2.0071 -0.6342 -0.3517 0.311 0.008 -0.801
S -2.9110 0.4742 -1.1958 -0.270 -0.937 0.568
O -2.1930 1.6909 -0.5488 -0.208 -0.487 -0.199
O -2.8449 0.4325 -2.6071 0.036 0.354 -0.022
C -4.4557 0.0444 -0.5361 0.067 0.292 0.090
C -5.7023 0.5562 -0.8383 -0.040 -0.018 -0.066
C -6.7837 -0.0414 -0.2021 0.009 -0.009 -0.015
C -6.6017 -1.1061 0.6782 -0.006 -0.007 0.005
C -5.3358 -1.6104 0.9577 0.011 -0.016 -0.042
C -4.2513 -1.0208 0.3360 0.000 -0.084 0.089
H -5.8353 1.3716 -1.5355 -0.002 0.012 0.000
H -7.7825 0.3223 -0.4004 0.006 0.005 0.000
H -7.4666 -1.5535 1.1490 0.003 0.004 0.005
H -5.1912 -2.4414 1.6344 0.001 -0.010 -0.006
```
Positions in Å, forces in eV/Å.

Computed properties:
* net charge: +2
* 2S+1: 1
* total energy: -1514.14301 Ha
* molar mass: 508.6 g mol⁻¹

Repeat the fourth record exactly.
Density functional theory data (ωB97M-V with the def2-TZVPD basis set) for a structure of composition C13H18IrNO6S.

Structure (XYZ):
```
40
Properties=species:S:1:pos:R:3:forces:R:3
Ir -0.5526 0.7005 0.0759 0.177 2.209 0.666
C 2.0620 -1.1199 0.0871 -0.041 0.025 -0.055
O 1.4988 0.2132 -0.1114 -0.158 -0.768 0.244
C 2.4704 1.2771 0.0660 -0.031 -0.091 0.106
C 1.7598 2.5686 -0.2426 0.000 -0.033 -0.027
O 0.4613 2.5365 0.3988 0.039 -0.198 -0.575
C 0.2944 2.9652 1.7666 -0.142 0.022 -0.062
C 0.4396 1.7592 2.6418 0.146 0.098 0.178
O -0.4430 0.7175 2.1227 0.062 -0.069 -0.211
C -0.2327 -0.5267 2.8711 -0.065 -0.220 -0.046
H 2.7088 -1.3415 -0.7590 0.022 -0.010 0.026
H 1.2259 -1.8116 0.1201 0.022 -0.021 -0.028
H 2.6234 -1.1389 1.0207 0.002 -0.021 0.002
H 3.2982 1.0944 -0.6196 -0.005 0.044 -0.025
H 2.8398 1.2371 1.0922 0.079 -0.003 -0.032
H 1.5360 2.6558 -1.3049 0.043 0.041 0.001
H 2.3204 3.4443 0.0811 0.005 -0.021 0.037
H -0.7127 3.3780 1.8090 0.018 0.031 0.057
H 1.0149 3.7447 2.0111 0.034 -0.040 0.005
H 0.1439 1.9685 3.6702 -0.092 -0.054 -0.029
H 1.4584 1.3701 2.6392 -0.019 -0.021 0.054
H -0.5073 -0.3203 3.9035 -0.013 0.017 -0.014
H 0.8151 -0.8159 2.7996 0.005 0.023 -0.003
H -0.8845 -1.2794 2.4383 0.021 0.024 0.027
O -2.3645 -2.1519 1.3280 -0.070 -0.033 0.025
C -2.8220 -1.3920 0.5232 0.042 -0.039 0.074
N -2.0071 -0.6342 -0.3517 0.311 0.008 -0.801
S -2.9110 0.4742 -1.1958 -0.270 -0.937 0.568
O -2.1930 1.6909 -0.5488 -0.208 -0.487 -0.199
O -2.8449 0.4325 -2.6071 0.036 0.354 -0.022
C -4.4557 0.0444 -0.5361 0.067 0.292 0.090
C -5.7023 0.5562 -0.8383 -0.040 -0.018 -0.066
C -6.7837 -0.0414 -0.2021 0.009 -0.009 -0.015
C -6.6017 -1.1061 0.6782 -0.006 -0.007 0.005
C -5.3358 -1.6104 0.9577 0.011 -0.016 -0.042
C -4.2513 -1.0208 0.3360 0.000 -0.084 0.089
H -5.8353 1.3716 -1.5355 -0.002 0.012 0.000
H -7.7825 0.3223 -0.4004 0.006 0.005 0.000
H -7.4666 -1.5535 1.1490 0.003 0.004 0.005
H -5.1912 -2.4414 1.6344 0.001 -0.010 -0.006
```
Positions in Å, forces in eV/Å.

Computed properties:
* net charge: +2
* 2S+1: 1
* total energy: -1514.14301 Ha
* molar mass: 508.6 g mol⁻¹